The following is a DFT calculation (ωB97M-V/def2-TZVPD) of a molecular structure, C38H51Cl3FeN2O3SbSi at a distorted geometry.

Values from the calculation:
⟨S²⟩: 8.76
Gap between HOMO and LUMO (spin up / spin down), eV: 6.455 / 4.962

```
! RIJCOSX wB97M-V def2-TZVPD def2/J DEFGRID3
* xyz 0 6
H -2.627 4.357 -3.962
H -1.981 -1.891 -1.058
H -1.234 -2.377 -4.650
C -2.180 -4.069 0.301
C 1.836 -0.921 3.393
C -1.543 -2.230 3.431
C 0.270 1.453 4.846
C 0.895 3.805 2.415
H 3.624 -2.379 5.901
C 2.810 -1.168 -0.685
H 3.797 -3.479 -0.969
O 2.301 -0.014 -0.548
C 0.229 -3.933 0.455
Si -0.374 4.268 -4.951
H -3.802 -4.912 5.136
C -1.777 -4.220 4.797
C -1.365 2.945 5.844
H 1.294 -2.140 5.112
C -2.177 -5.176 1.143
H 1.646 5.459 -4.102
H -3.285 3.018 4.851
H -1.844 4.879 0.734
H -3.121 -5.615 1.466
C -1.019 -2.412 -1.180
C 3.291 -3.208 -1.899
H -2.678 1.329 3.140
C 4.448 -1.063 4.386
H 1.288 1.060 4.840
H 1.189 -5.448 1.639
H 1.900 4.755 -5.712
C -2.927 -2.173 3.283
H 0.118 -3.411 4.186
H 0.669 2.709 6.556
H -0.505 -4.134 -4.989
H 3.962 -3.369 -2.746
C -3.170 -4.166 4.650
C -2.289 2.571 4.863
H -3.117 -3.634 -0.058
H -1.644 3.654 6.623
H 3.245 -1.437 -3.875
H 2.657 0.338 1.835
H 3.186 -1.713 0.194
H -1.070 3.112 -0.288
C -0.967 -5.708 1.589
H -4.820 -3.127 3.712
H 1.530 -1.620 -3.417
C -1.546 -2.066 -3.643
H 1.444 2.864 2.341
C -1.946 1.612 3.898
C -0.872 5.583 -6.223
C 2.499 -1.196 -3.110
H 1.960 3.715 -4.279
C -0.684 1.019 3.919
H 1.577 4.657 2.298
C -3.742 -3.153 3.870
H 0.416 3.887 3.397
H -1.313 -5.000 5.411
Cl -0.144 1.249 -2.763
Cl -0.538 2.367 -5.759
C 0.234 -5.078 1.259
C -0.964 -3.283 4.139
C 2.091 -1.654 4.547
Cl -1.954 0.061 0.736
H -1.891 5.423 -6.602
H 5.470 -1.124 4.771
H -1.005 -5.687 -4.283
N 2.941 -1.793 -1.847
C -0.324 -4.832 -4.165
H -1.215 -1.024 -3.481
C -0.967 5.068 1.361
C -0.474 -4.184 -2.831
H 2.396 -3.835 -2.025
H -1.494 5.337 -2.997
H -0.182 -4.818 -1.985
C -0.972 -3.498 -0.105
C -0.076 2.403 5.817
Sb -0.270 -0.648 2.566
H -3.392 -1.386 2.688
H -1.511 3.554 -2.844
C -0.982 -2.963 -2.595
N -0.143 3.870 1.392
H -2.652 -2.067 -3.621
H 4.958 0.280 2.764
H -0.397 5.913 0.947
C 2.857 -0.239 2.741
H -1.275 5.315 2.384
C 4.165 -0.284 3.254
Fe 0.294 0.377 -0.807
C 1.452 4.576 -4.723
H 0.699 -5.218 -4.270
C -1.606 4.392 -3.547
O 0.015 -1.509 -1.018
C -0.269 2.952 0.447
H -0.961 -6.588 2.236
C 3.414 -1.759 5.025
H -0.177 5.580 -7.075
O 0.502 1.937 0.411
H 1.133 -3.354 0.246
H 2.401 -0.113 -2.997
H -0.831 6.575 -5.742
*
```

Here are the Löwdin charges for atoms 1 to 99, given in e: 0.04, 0.09, 0.07, -0.03, -0.38, -0.34, -0.14, 0.00, 0.10, -0.25, 0.10, -0.14, -0.05, 0.08, 0.10, -0.09, -0.11, 0.08, -0.08, 0.03, 0.10, 0.10, 0.10, -0.41, -0.02, 0.06, -0.11, 0.09, 0.10, 0.04, -0.15, 0.08, 0.10, 0.06, 0.09, -0.10, -0.10, 0.13, 0.10, 0.10, 0.07, 0.15, 0.14, -0.10, 0.10, 0.09, -0.05, 0.09, -0.15, -0.22, -0.02, 0.02, -0.35, 0.10, -0.09, 0.09, 0.10, 0.17, 0.28, -0.08, -0.14, -0.15, 0.02, 0.03, 0.10, 0.08, -0.15, -0.10, 0.02, -0.03, -0.12, 0.09, 0.03, 0.11, -0.20, -0.10, 1.34, 0.06, -0.04, -0.24, -0.15, 0.10, 0.10, 0.10, -0.17, 0.10, -0.10, 0.60, -0.22, 0.07, -0.23, -0.33, -0.26, 0.10, -0.09, 0.03, -0.22, 0.10, 0.06



The following is a DFT calculation (ωB97M-V/def2-TZVPD) of 2 unconnected molecules or ions with the total composition C4H8NO at a distorted geometry.

Values from the calculation:
Gap between HOMO and LUMO, eV: 11.307

```
! RIJCOSX wB97M-V def2-TZVPD def2/J DEFGRID3
* xyz 1 1
H -1.792 0.623 0.086
C 1.655 0.659 4.111
H 1.618 0.617 1.097
H 0.332 -1.629 -1.364
C 1.315 -0.185 0.475
C -0.737 1.011 0.263
O 1.384 1.037 5.113
H -0.564 1.909 -0.406
H -0.642 -0.476 -2.079
H -0.441 1.431 1.259
H -1.283 -1.312 -0.731
C -0.362 -0.820 -1.108
N 0.191 0.032 -0.117
H 1.773 -1.135 0.198
*
```

Table of Löwdin atomic charges, one value per atom, all in e: 0.14, -0.03, 0.10, 0.11, 0.23, -0.02, 0.07, 0.14, 0.12, 0.12, 0.13, -0.03, -0.24, 0.14



The following is a DFT calculation (ωB97M-V/def2-TZVPD) of a molecular structure, C29H19F18InN6O6S3.

Values from the calculation:
Gap between HOMO and LUMO, eV: 6.174

```
! RIJCOSX wB97M-V def2-TZVPD def2/J DEFGRID3
* xyz -2 1
C 0.118 -1.027 -3.087
In -1.016 0.033 -0.097
O -1.497 -0.646 2.566
S -0.831 -2.539 -0.007
S -1.000 -1.027 3.863
H 2.199 -4.927 -4.353
C -0.525 1.413 -3.657
O -0.677 2.010 0.392
C 0.488 2.629 0.740
F -2.535 -1.723 -4.101
C 0.230 -2.175 -3.867
H -4.781 2.068 4.721
N -3.421 -2.040 -0.592
H -5.125 -0.072 3.486
H 0.439 -5.028 -4.336
C 4.261 2.446 0.177
C 2.065 -1.770 -1.871
F -3.144 0.305 -4.411
H 6.383 2.833 0.258
H -0.467 -2.356 -4.673
N -2.443 -3.718 -1.782
O 1.086 -0.710 1.566
C 3.231 0.892 -1.338
C -3.128 2.717 1.851
C -4.129 -0.646 1.034
H 3.328 0.235 -2.190
F 0.888 4.128 -1.138
F -1.284 1.992 -4.633
F -0.864 4.551 0.032
O 2.641 0.031 3.347
C 1.950 1.028 -0.753
F 3.707 -2.305 2.260
S 1.626 -0.866 2.892
H 2.750 -1.640 -1.043
F -2.786 -2.937 3.655
F 0.723 1.347 -4.176
C -4.027 0.619 1.773
N -3.313 1.580 1.190
C -2.059 -0.477 -4.336
H 1.249 -4.108 -5.602
O -1.854 0.040 -2.098
F 0.075 1.660 2.895
C -3.652 2.950 3.114
H 5.382 4.251 0.593
F 1.482 3.281 2.954
N 0.560 -1.147 4.026
C 2.145 -2.902 -2.656
H 2.924 -3.635 -2.462
F 1.102 5.023 0.815
C -2.345 -2.723 -0.838
F -1.500 -0.510 -5.573
F 1.833 -3.372 2.075
F -0.749 -3.609 3.325
H 2.916 3.458 1.436
C -1.515 -2.794 4.045
C -4.592 0.757 3.036
C 1.066 -0.806 -2.062
F 2.681 -3.007 4.039
C 4.350 1.558 -0.882
H -2.511 3.455 1.353
F -0.519 2.285 -2.665
H -1.540 -3.969 -2.155
H -3.140 -3.528 -2.486
C 2.992 2.692 0.679
C 1.836 2.043 0.247
C -1.071 -0.027 -3.211
C 0.399 4.097 0.108
N -3.245 -0.935 0.170
H 5.557 2.989 1.814
O -1.583 -0.395 5.011
F -1.432 -3.170 5.332
N 0.888 0.284 -1.220
H -3.463 3.888 3.620
C 0.391 2.820 2.312
H 5.308 1.382 -1.365
C 2.504 -2.491 2.814
C -4.392 1.944 3.718
H -4.950 -1.329 1.242
C 1.283 -4.362 -4.539
C 5.462 3.169 0.741
C 1.230 -3.124 -3.675
F -0.617 3.688 2.610
*
```

Table of Löwdin atomic charges, one value per atom, all in e: -0.06, 0.77, -0.34, 0.76, 0.58, 0.06, -0.50, -0.17, -0.30, 0.11, -0.01, 0.10, 0.00, 0.11, 0.07, -0.29, -0.05, 0.15, 0.06, 0.11, 0.07, -0.34, -0.02, -0.12, -0.08, 0.10, 0.15, 0.11, 0.14, -0.26, -0.20, 0.12, 0.60, 0.12, 0.12, 0.13, -0.28, 0.13, -0.54, 0.07, -0.17, 0.13, -0.06, 0.07, 0.13, -0.28, -0.06, 0.10, 0.12, -0.83, 0.12, 0.12, 0.12, 0.11, -0.67, -0.03, -0.29, 0.12, -0.06, 0.10, 0.16, 0.06, 0.08, -0.01, -0.06, -0.32, -0.51, -0.06, 0.07, -0.28, 0.11, 0.01, 0.10, -0.50, 0.10, -0.67, -0.07, 0.13, -0.07, -0.07, -0.29, 0.12



The following is a DFT calculation (ωB97M-V/def2-TZVPD) of 8 unconnected molecules or ions with the total composition C48H120N8O16 at a distorted geometry.

Values from the calculation:
SMILES string: COCCNCCOC.COCCNCCOC.COCCNCCOC.COCCNCCOC.COCCNCCOC.COCCNCCOC.COCCNCCOC.COCCNCCOC
Gap between HOMO and LUMO, eV: 8.572

```
! RIJCOSX wB97M-V def2-TZVPD def2/J DEFGRID3
* xyz 0 1
C 5.403 -0.198 -10.695
C 12.036 -0.448 1.303
H 14.419 0.607 1.526
H -10.379 1.723 19.124
H 6.389 -0.579 -12.648
C -7.881 4.956 4.066
H -3.866 0.901 6.949
C 12.468 -2.332 -1.187
H 6.627 2.157 -14.747
O 11.293 -1.428 -0.910
H -3.449 9.827 1.083
O -5.992 -7.771 -6.220
N 0.524 7.673 -0.016
H -12.842 5.666 1.673
H -1.823 10.475 0.928
C 5.325 -8.049 -2.168
H -3.058 -7.752 -6.061
H -2.511 -8.373 -1.700
H -2.703 9.400 -0.370
C 4.597 -7.935 -3.495
C 0.351 8.666 1.046
H -0.850 1.361 0.941
H 5.747 0.521 -8.469
H 4.897 -10.444 -3.258
H -7.544 3.983 4.424
H 12.504 -3.300 -0.687
H 7.366 1.289 -8.710
H -10.595 3.836 13.565
H 4.562 0.067 -14.692
H 6.081 -0.898 -16.314
H 7.779 -12.595 -6.088
H -6.443 -5.981 -6.878
H -3.258 -0.396 4.668
H 2.384 -1.622 -0.534
O 4.807 -9.144 -1.428
H -0.939 6.511 -4.533
H -3.280 0.797 2.611
H -1.461 -8.727 -3.856
H -8.354 5.048 15.136
H -9.587 6.190 4.125
H 14.372 2.334 -0.211
H -9.228 1.698 12.379
H -0.455 -0.991 -0.505
C 6.416 -0.122 -17.002
H -0.836 7.385 2.341
C 16.441 3.005 1.056
C 0.004 -0.603 0.404
H 0.479 5.581 -4.339
C 10.977 -1.159 0.490
O 1.234 0.075 0.169
H -11.837 4.001 3.098
H -8.769 3.013 0.182
H -1.007 9.152 2.748
H 2.676 7.656 -0.742
C -9.417 4.914 14.936
H -8.109 5.931 2.016
H 5.896 -0.165 -17.959
H 4.630 0.522 -10.425
C -11.397 4.122 16.276
O -2.815 -6.261 -2.101
H -12.429 7.313 1.625
O -8.795 2.827 13.991
H 4.195 -8.555 0.513
C 4.975 0.986 -14.275
N -9.961 4.322 16.194
H 1.239 8.719 1.676
H -2.536 2.106 7.242
H -9.498 2.913 18.415
C -2.258 0.710 2.981
H -4.768 -5.466 -1.932
N 5.034 -8.797 -4.565
C -2.212 -7.939 -3.806
H -12.064 4.878 15.861
N 5.175 0.955 -12.857
H -0.251 7.031 -0.103
H 10.660 -2.107 0.924
C -8.372 3.985 0.477
H 7.295 -0.439 -8.497
C -0.898 8.405 1.962
H -10.359 1.323 13.704
H 0.134 -1.539 0.947
H -13.144 4.070 17.555
C 2.054 -0.602 -0.733
H 5.857 -8.704 0.417
O -11.675 2.838 18.354
C 4.738 -10.164 -4.299
H -1.495 -0.106 4.817
H 16.329 3.238 -0.003
C 6.249 1.164 -14.989
H -5.473 -9.842 -5.986
C -2.838 1.191 6.731
H -7.231 5.579 4.680
H 5.175 -1.153 -10.222
H -11.367 6.112 0.821
C 0.039 6.536 -4.054
H 3.512 -8.032 -3.476
O 7.078 -10.997 -4.842
C -5.053 -8.870 -6.244
H 3.710 -10.452 -4.520
H -5.926 -6.806 -8.052
H 12.733 -1.184 1.704
H 16.921 3.897 1.460
H -4.616 -6.908 -2.896
H 9.008 -11.505 -5.559
O -8.035 3.937 1.832
H 16.808 2.004 1.281
H -4.498 -6.929 -1.097
H 5.985 -8.610 -4.848
N 12.501 0.789 0.581
H -12.014 4.873 18.318
C -1.098 0.300 0.968
H -2.978 -9.553 -5.961
O -11.297 6.176 3.021
C -10.222 4.418 4.415
H 12.648 -2.481 -2.252
C -4.222 -6.405 -2.012
H 5.461 -11.189 -6.014
H 12.655 0.413 -0.344
H 7.033 0.480 -14.664
C -5.587 -6.638 -7.030
C 4.953 -9.199 0.066
C 5.665 -11.257 -4.945
H 7.491 -0.242 -17.139
C 1.620 7.600 -1.008
C -11.974 6.325 1.702
H 5.399 -12.285 -4.698
C 6.744 0.413 -8.896
H -10.828 4.479 5.318
C 13.621 1.338 1.398
H 0.625 7.403 -4.362
O 15.210 3.276 1.527
H 7.637 -10.949 -6.645
H 1.760 -0.559 -1.781
H 0.356 9.665 0.611
H -2.356 0.384 7.283
H -4.631 -6.190 -6.759
C -12.068 3.979 17.698
N -9.194 5.416 4.641
C -10.409 2.806 19.004
C 7.946 -11.558 -5.796
H 13.143 1.596 2.343
H -9.084 4.405 12.793
H -11.680 3.194 15.780
H -4.162 -7.812 -3.968
H 5.224 -7.088 -1.663
H -7.577 4.348 -0.174
H -9.824 3.403 4.433
H -9.520 3.426 16.347
H -9.238 4.619 0.286
C 14.131 2.650 0.804
H 4.653 -1.068 -12.492
H -9.866 5.893 14.767
O 0.074 6.417 -2.580
C -2.204 -7.532 -2.322
C -2.450 0.318 4.508
H 2.957 -0.011 -0.584
C 1.391 6.244 -1.775
H 1.581 8.360 -1.788
H -2.029 0.175 0.415
H 4.813 -10.277 0.151
O 6.127 1.114 -16.349
H 5.684 1.731 -12.459
H -8.620 0.804 13.521
H 11.426 -0.132 2.149
H 1.323 5.464 -1.018
C -9.538 4.055 13.720
H 10.059 -0.571 0.472
H -6.475 5.192 2.403
H 4.786 -6.902 -3.789
H 2.220 6.098 -2.468
C -7.559 5.116 2.486
N -1.208 -0.053 2.324
O -2.097 8.465 1.257
O 6.670 0.282 -10.300
H -10.283 3.439 19.882
H -0.388 -0.055 2.914
H -10.324 4.400 2.374
C -2.461 9.630 0.668
N -3.495 -8.522 -4.234
C -3.535 -8.658 -5.685
H 13.255 3.298 0.841
H -2.017 1.769 2.890
H -4.996 -9.180 -7.287
H 4.233 1.724 -14.579
H 13.359 -1.817 -0.828
C -9.339 1.621 13.461
H 6.407 -8.031 -2.301
H -1.876 -7.092 -4.404
O -2.541 1.429 5.351
C -10.995 4.688 3.183
C 5.414 -0.334 -12.228
H -1.147 -7.363 -2.118
*
```

Here are the Löwdin charges for atoms 1 to 99, given in e: -0.23, -0.23, 0.11, 0.09, 0.11, -0.15, 0.08, -0.06, 0.13, -0.22, 0.08, -0.21, -0.06, 0.07, 0.09, -0.24, 0.09, 0.13, 0.10, -0.22, -0.20, 0.12, 0.09, 0.10, 0.11, 0.08, 0.09, 0.11, 0.12, 0.08, 0.08, 0.08, 0.12, 0.08, -0.23, 0.08, 0.11, 0.12, 0.11, 0.08, 0.12, 0.08, 0.11, -0.08, 0.12, -0.16, -0.21, 0.07, -0.22, -0.17, 0.12, 0.09, 0.12, 0.10, -0.20, 0.11, 0.09, 0.12, -0.20, -0.17, 0.08, -0.21, 0.07, -0.23, -0.05, 0.10, 0.09, 0.07, -0.19, 0.09, -0.06, -0.22, 0.11, -0.08, 0.11, 0.11, -0.13, 0.09, -0.20, 0.09, 0.12, 0.11, -0.14, 0.08, -0.18, -0.21, 0.11, 0.09, -0.30, 0.11, -0.11, 0.09, 0.12, 0.07, -0.08, 0.12, -0.21, -0.18, 0.12



The following is a DFT calculation (ωB97M-V/def2-TZVPD) of a molecular structure, C36H46BiN3O2SSi.

Values from the calculation:
Gap between HOMO and LUMO, eV: 4.913

```
! RIJCOSX wB97M-V def2-TZVPD def2/J DEFGRID3
* xyz 0 1
H 1.000 -2.302 5.037
C -3.205 1.080 -3.196
C -2.612 3.055 2.173
H -1.772 0.547 4.303
H -2.767 3.222 -1.737
H 2.936 2.458 1.782
H -4.200 0.529 4.617
Bi 0.955 1.268 -0.335
H -0.933 -1.709 0.916
H -0.442 -3.180 -2.550
C -3.066 -2.204 -1.755
H -0.650 -2.870 -0.386
C -1.817 2.141 2.854
H -6.370 1.435 4.211
C 5.200 1.203 -0.501
H 3.319 3.115 0.108
C 1.983 -2.763 3.217
H 0.078 -0.168 4.241
N 0.274 0.807 1.698
C 7.382 -1.717 0.280
C 1.712 -1.117 1.443
C -6.075 2.071 3.378
H 3.212 -0.782 -1.461
H 3.588 -3.954 1.378
H -3.089 0.336 -3.986
Si -0.955 -0.180 -1.793
O 0.124 3.223 1.573
C 6.157 0.224 -0.626
H -1.272 -0.449 -4.952
H 0.997 -2.454 -1.835
C 0.848 -0.346 2.272
H -6.491 3.066 3.539
H -3.828 -2.705 -1.145
C -0.962 -1.380 -4.476
C 2.277 -2.323 1.910
H -3.966 0.717 -2.505
H -4.603 3.755 1.837
H -2.544 0.152 0.729
C 6.454 -0.643 0.438
C -3.758 1.234 3.921
H 0.033 2.312 -3.111
C 2.922 -1.260 -0.536
C -2.185 -1.339 -0.837
H -2.122 -2.971 0.584
C -1.877 1.394 -2.486
C 3.153 -3.017 1.049
H 4.204 -2.966 -0.809
C -0.983 2.144 -3.489
H 1.837 -1.015 -4.282
H -0.393 -1.951 -5.222
C -2.174 2.388 -1.344
C 4.797 0.501 1.781
H -1.857 -1.954 -4.238
C 3.384 2.285 0.806
N 2.030 -0.640 0.200
C -3.984 3.039 2.367
H -3.595 1.995 -3.658
H -0.904 1.617 -4.439
H 6.022 -1.089 2.496
H -3.823 0.095 -0.498
O 0.621 2.184 3.794
H 4.296 0.637 2.735
C -2.385 1.236 3.739
H -1.263 2.834 -0.925
C 4.433 1.365 0.698
H -2.150 3.770 1.507
H 6.711 0.121 -1.552
N 8.099 -2.610 0.131
H -3.694 -1.189 0.699
C -1.415 -2.275 0.114
H 1.014 -2.985 -3.520
C 3.490 -2.484 -0.156
H 5.014 1.882 -1.327
C -3.111 -0.508 0.065
C -0.075 -1.136 -3.243
C 1.201 -1.989 4.021
H -1.417 3.129 -3.696
H -2.492 -2.985 -2.255
H -3.587 -1.622 -2.517
H -6.530 1.670 2.470
C 5.769 -0.456 1.653
H 1.749 0.082 -2.905
H 2.409 -3.693 3.573
C 0.398 -2.512 -2.745
C -4.579 2.120 3.228
H 0.897 0.468 -4.390
C 1.165 -0.350 -3.725
S -0.075 2.172 2.544
H -2.735 1.944 -0.522
C 0.642 -0.782 3.559
*
```

Table of Löwdin atomic charges, one value per atom, all in e: 0.11, -0.09, -0.06, 0.10, 0.09, 0.03, 0.12, 1.64, 0.06, 0.06, -0.09, 0.06, -0.28, 0.08, -0.08, 0.03, -0.03, 0.09, -0.30, -0.23, -0.18, -0.04, 0.11, 0.13, 0.06, 0.71, -0.39, -0.07, 0.06, 0.05, -0.27, 0.08, 0.09, -0.09, -0.14, 0.07, 0.12, 0.06, -0.28, -0.03, 0.05, -0.13, -0.62, 0.09, -0.65, 0.02, 0.12, -0.12, 0.09, 0.09, -0.13, -0.07, 0.07, -0.18, -0.08, -0.03, 0.09, 0.06, 0.11, 0.07, -0.26, 0.11, -0.05, 0.03, -0.37, 0.11, 0.11, 0.11, 0.09, -0.10, 0.09, -0.02, 0.10, -0.11, -0.62, -0.05, 0.09, 0.06, 0.07, 0.09, -0.07, 0.02, 0.12, -0.10, -0.26, 0.06, -0.11, 0.57, 0.05, -0.01